Version A
# C6H9NO

A molecular structure, C6H9NO (ωB97M-V/def2-TZVPD, the OMol25 dataset).

Values from the calculation:
LUMO energy ... 0.7 eV
Molar mass ... 111.14 g/mol
Frontier orbital gap ... 8.1 eV

```
! wB97M-V def2-TZVPD RIJCOSX def2/J DEFGRID3
* xyz 0 1
C -0.01711 -0.54913 0.53914
C 0.10355 -0.24146 -0.77964
C -0.04002 -1.69611 -0.43299
C -2.10556 -0.17089 0.37819
N -2.42855 1.14533 0.43299
C 2.07248 -0.03666 -0.39232
C 2.47689 1.11727 0.11779
O -2.92099 -1.06419 0.45520
H 0.21952 -0.27021 1.55127
H -0.12860 0.50184 -1.52285
H -1.72193 1.85620 0.35676
H -3.39252 1.43098 0.57004
H -0.99277 -2.18131 -0.61850
H 0.82607 -2.34275 -0.49806
H 2.75993 -0.74554 -0.85186
H 1.77152 1.80652 0.58286
H 3.51808 1.44011 0.11200
*
```



Version B
# C6H9NO

A single C6H9NO molecule (ωB97M-V/def2-TZVPD, the OMol25 dataset).

Values from the calculation:
LUMO energy ... 1.0 eV
Molar mass ... 111.14 g/mol
Frontier orbital gap ... 10.6 eV

```
! wB97M-V def2-TZVPD RIJCOSX def2/J DEFGRID3
* xyz 0 1
C 1.92499 0.75439 0.31595
C 0.54440 -0.76149 0.00737
C -0.92157 -0.90097 -0.20202
C -1.57572 -0.13929 1.05130
C -1.12132 0.93580 0.02672
C 0.46668 0.62962 -0.08700
H 2.65706 1.22533 -0.36018
H 2.08024 0.49312 1.37269
H 2.16428 -0.46770 -1.21840
H 0.62530 -0.87969 1.17625
H -1.50559 -1.80985 -0.30361
H -2.64226 -0.40765 1.13725
H -1.14084 -0.13454 2.02550
H -1.51717 1.92382 0.24749
H 0.65770 0.96172 -1.07120
N 2.14606 -0.71938 -0.13089
O -1.53824 0.12785 -1.09544
*
```



Stability, descending: version A, version B



Version A
# C3H5N3O3

A single C3H5N3O3 molecule (ωB97M-V/def2-TZVPD, the OMol25 dataset).

Values from the calculation:
SMILES string ... N=C=C(N)N(O)C(=O)O
LUMO energy (spin up / spin down) ... -0.2 / -0.2 eV
Molar mass ... 131.09 g/mol
Frontier orbital gap (spin up / spin down) ... 6.7 / 6.7 eV

```
! wB97M-V def2-TZVPD RIJCOSX def2/J DEFGRID3
* xyz 0 1
C 0.26399 0.51867 1.62286
C 0.10932 -0.18314 -0.74778
C 1.32096 -0.67698 -0.78868
N -0.64015 -0.19519 -1.91816
O -1.78644 0.62243 0.41227
O -0.59576 0.90843 2.59312
N -0.41173 0.26036 0.44711
N 2.38110 -1.17681 -0.80998
O 1.46586 0.42596 1.82379
H -1.83570 1.05925 -0.46429
H -1.47602 0.85877 2.16135
H -1.51252 -0.69915 -1.76758
H -0.12066 -0.64931 -2.67380
H 2.83776 -1.07328 0.10976
*
```



Version B
# C3H5N3O3

A single C3H5N3O3 molecule (ωB97M-V/def2-TZVPD, the OMol25 dataset).

Values from the calculation:
SMILES string ... Nc1oc(=O)n(N)c1O
LUMO energy ... 0.4 eV
Molar mass ... 131.09 g/mol
Frontier orbital gap ... 8.7 eV

```
! wB97M-V def2-TZVPD RIJCOSX def2/J DEFGRID3
* xyz 0 1
C -1.23075 -0.43525 -0.03204
C 1.01533 -0.91028 0.05512
C -0.56697 0.72384 0.06867
H -2.99480 -0.58562 0.89407
H -3.12576 -0.62762 -0.79450
H 2.36784 1.26545 -0.86036
H 2.33438 1.45626 0.77697
H -0.29246 2.58444 0.05103
N -2.56399 -0.77524 -0.01297
N 0.80345 0.45134 0.22175
N 1.78156 1.49129 -0.02458
O -0.20360 -1.46560 0.02665
O 2.06136 -1.53688 -0.13217
O -1.07550 1.93567 -0.13287
*
```



Stability, descending: version B, version A



Version A
# C3H10NO2

2 unconnected molecules or ions with the total composition C3H10NO2 (ωB97M-V/def2-TZVPD, the OMol25 dataset).

Values from the calculation:
LUMO energy ... -3.1 eV
Molar mass ... 92.12 g/mol
Frontier orbital gap ... 12.4 eV

```
! wB97M-V def2-TZVPD RIJCOSX def2/J DEFGRID3
* xyz 1 1
O -1.72127 0.58794 0.47518
C -2.13204 1.50989 -0.14480
O -2.96817 2.34994 0.50172
H -1.52380 1.79862 -0.99668
H -3.33613 2.97802 -0.16663
C 1.20742 -0.88870 -1.20737
N 0.40127 -1.00018 0.08794
C 1.42761 -0.67448 1.21427
H 1.10696 0.11964 -1.80946
H 2.33163 -1.11747 -0.88377
H 0.71110 -1.73835 -1.68843
H 0.15703 -1.99037 0.27281
H -0.54451 -0.42557 -0.07902
H 2.25745 -1.28919 1.45549
H 0.84293 -0.60546 2.20021
H 1.78253 0.38572 0.76855
*
```



Version B
# C3H10NO2

A gas-phase ion, C3H10NO2 (charge +1) (ωB97M-V/def2-TZVPD, the OMol25 dataset).

Values from the calculation:
SMILES string ... C[NH+](C)C(O)O
LUMO energy ... -3.5 eV
Molar mass ... 92.12 g/mol
Frontier orbital gap ... 12.1 eV

```
! wB97M-V def2-TZVPD RIJCOSX def2/J DEFGRID3
* xyz 1 1
C 1.19184 0.88974 0.41904
C 0.36550 -1.21066 -0.66660
C -1.46795 0.30110 0.34726
N 0.22315 -0.21615 0.45632
O -2.01050 -0.78034 -0.12397
O -1.42926 1.49032 -0.21768
H 2.12928 0.61799 0.94895
H 1.35308 1.23262 -0.65037
H 0.65871 1.66404 1.15339
H -0.02614 -0.81897 -1.58484
H 1.45792 -1.22491 -0.81666
H -0.16834 -2.08933 -0.43066
H -1.62156 0.40448 1.39324
H 0.23628 -0.76899 1.31348
H -2.07447 -0.78944 -1.16298
H -1.52716 1.43449 -1.16507
*
```



Stability, descending: version B, version A



Version A
# CH3N3

2 unconnected molecules or ions with the total composition CH3N3 (ωB97M-V/def2-TZVPD, the OMol25 dataset).

Values from the calculation:
SMILES string ... C=N.N#N
LUMO energy ... 1.3 eV
Molar mass ... 57.06 g/mol
Frontier orbital gap ... 11.1 eV

```
! wB97M-V def2-TZVPD RIJCOSX def2/J DEFGRID3
* xyz 0 1
C 0.19762 -0.63562 -0.26171
N -0.94450 -0.07010 -0.24228
N 3.31876 0.38162 -0.25218
N 3.31096 -0.54497 0.35042
H 0.44907 -1.32183 0.54268
H 1.07708 -0.34908 -1.03471
H -1.26426 0.58757 -1.08213
*
```



Version B
# CH3N3

2 unconnected molecules or ions with the total composition CH3N3 (ωB97M-V/def2-TZVPD, the OMol25 dataset).

Values from the calculation:
SMILES string ... [H]/N=N\[H].C#N
LUMO energy ... 0.4 eV
Molar mass ... 57.06 g/mol
Frontier orbital gap ... 10.3 eV

```
! wB97M-V def2-TZVPD RIJCOSX def2/J DEFGRID3
* xyz 0 1
C -1.85638 1.13436 -0.37995
N -2.97783 1.05231 -0.63062
N 1.47360 0.35840 0.31822
N 2.24553 -0.53798 0.53907
H -0.79948 1.13416 -0.23121
H 1.11339 0.47563 -0.70735
H 2.42559 -1.17448 -0.27436
*
```



Stability, descending: version A, version B



Version A
# C5H14NO2

A molecular structure, C5H14NO2 (ωB97M-V/def2-TZVPD, the OMol25 dataset).

Values from the calculation:
LUMO energy ... -3.0 eV
Molar mass ... 120.17 g/mol
Frontier orbital gap ... 10.4 eV

```
! wB97M-V def2-TZVPD RIJCOSX def2/J DEFGRID3
* xyz 1 1
C 0.44522 1.79504 -0.83230
O -0.01014 1.33317 0.46063
C 0.89973 0.59141 -1.58076
C 2.08380 -0.09625 -1.01573
C 1.59531 -1.27373 -0.22293
C 1.11522 -2.40670 -0.75534
N 1.03760 -0.78370 1.11434
H -0.33743 2.19031 -1.34454
H 1.20291 2.64245 -0.59218
H -0.02059 2.04016 1.13175
H 1.07354 0.94366 -2.71858
H -0.03253 -0.14096 -1.76392
H 2.69584 -0.52079 -1.79905
H 2.74379 0.51600 -0.36210
H 1.18064 -2.65093 -1.75197
H 0.43589 -3.04236 -0.13936
H 0.39972 -1.56229 1.51929
H 0.45799 0.19994 0.90339
H 1.92884 -0.63206 1.61016
H -6.53710 0.61280 2.01670
H -6.46437 0.01667 3.43865
O -5.89389 0.22817 2.68387
*
```



Version B
# C5H14NO2

2 unconnected molecules or ions with the total composition C5H14NO2 (ωB97M-V/def2-TZVPD, the OMol25 dataset).

Values from the calculation:
LUMO energy (spin up / spin down) ... -6.0 / -6.0 eV
Molar mass ... 120.17 g/mol
Frontier orbital gap (spin up / spin down) ... 8.5 / 8.5 eV

```
! wB97M-V def2-TZVPD RIJCOSX def2/J DEFGRID3
* xyz 1 1
C 3.29343 -0.80250 0.24169
C -3.20001 0.31281 0.62521
C -0.83790 -1.59804 0.80683
C 0.34192 1.74841 0.81230
C 2.08917 -0.66569 -0.73688
N 0.76937 -0.27376 -0.26062
O -0.00446 -1.40296 -0.18619
O 0.83883 0.44699 0.86074
H 2.93376 -1.28254 1.12542
H 4.06765 -1.36221 -0.18398
H 3.76371 0.20273 0.39185
H -2.38528 0.19026 -0.11401
H -3.38342 -0.66293 1.10541
H -4.17730 0.68962 0.12810
H -0.81160 -0.97324 1.67694
H -1.63578 -2.41097 0.63734
H -2.76513 0.83376 1.43442
H 0.62905 2.25900 -0.00044
H 0.68503 2.27468 1.73492
H -0.69211 1.78112 0.84903
H 2.07809 -1.56568 -1.20884
H 2.48898 0.10707 -1.44905
*
```



Version C
# C5H14NO2

2 unconnected molecules or ions with the total composition C5H14NO2 (ωB97M-V/def2-TZVPD, the OMol25 dataset).

Values from the calculation:
LUMO energy ... -3.8 eV
Molar mass ... 120.17 g/mol
Frontier orbital gap ... 9.5 eV

```
! wB97M-V def2-TZVPD RIJCOSX def2/J DEFGRID3
* xyz 1 1
O -2.64438 -0.29462 -2.14020
C -1.53684 -0.60837 -1.79783
C -0.44501 0.54120 -1.90761
C 0.47447 0.09464 -0.76656
C 1.88660 0.71769 -0.70893
C -0.17011 0.40426 0.63247
N -1.19519 1.81224 -1.77972
H -1.29006 -1.67298 -1.65187
H 0.06241 0.48756 -2.88015
H 0.81498 -0.94712 -0.80409
H 1.87515 1.80100 -0.80294
H 2.48105 0.30611 -1.53418
H 2.52140 0.42496 0.12803
H 0.68088 0.66686 1.24620
H -0.63996 -0.40428 1.21921
H -0.76547 1.31585 0.64001
H -0.82215 2.41580 -2.50707
H -2.19146 1.58094 -1.99019
H -1.19699 2.09801 -0.80043
H 1.20653 -3.43332 6.64211
H 0.44514 -4.04471 5.50133
O 0.44899 -3.26172 6.06239
*
```



Version D
# C5H14NO2

2 unconnected molecules or ions with the total composition C5H14NO2 (ωB97M-V/def2-TZVPD, the OMol25 dataset).

Values from the calculation:
LUMO energy ... -3.8 eV
Molar mass ... 120.17 g/mol
Frontier orbital gap ... 10.7 eV

```
! wB97M-V def2-TZVPD RIJCOSX def2/J DEFGRID3
* xyz 1 1
O 2.05874 -1.51193 0.73491
C 1.59459 -0.80694 -0.11364
C 0.22823 -1.13088 -0.68854
C -0.86731 -0.90988 0.31343
C -0.93648 0.56464 0.75303
C -1.15908 1.52926 -0.40090
N 0.25443 -2.64344 -1.07199
H 2.11224 0.07470 -0.51686
H 0.02321 -0.64245 -1.63244
H -0.71450 -1.50565 1.21505
H -1.83594 -1.14863 -0.12325
H -1.71544 0.65741 1.50917
H -0.00339 0.84829 1.24518
H -2.12190 1.43411 -0.91341
H -0.39895 1.36973 -1.17124
H -1.09624 2.57389 -0.10281
H 1.12520 -3.17154 -0.95204
H -0.42840 -3.13889 -0.48868
H -0.05481 -2.70557 -2.03937
H 1.40034 3.92751 0.87855
H 1.43792 3.20125 2.23469
O 1.09754 3.13501 1.33116
*
```



Stability, descending: version D, version C, version A, version B